{
  "formula": "C28H46BrN3P2SV",
  "method": "ωB97M-V/def2-TZVPD",
  "species": ["C", "C", "C", "C", "N", "C", "C", "C", "C", "C", "C", "C", "C", "C", "V", "P", "H", "H", "H", "H", "H", "H", "H", "H", "C", "C", "H", "H", "H", "H", "H", "C", "C", "H", "H", "H", "H", "H", "C", "C", "H", "H", "H", "H", "H", "Br", "P", "C", "C", "H", "H", "H", "H", "H", "C", "C", "H", "H", "H", "H", "H", "C", "C", "H", "H", "H", "H", "H", "C", "N", "C", "S", "N", "C", "H", "H", "H", "H", "H", "H", "H", "H"],
  "coordinates": [[-0.222702, 4.083201, -3.223203], [-0.339866, 2.800552, -3.822383], [-0.284028, 2.739692, -5.239325], [-0.218689, 3.931715, -5.963268], [-0.118799, 5.120448, -5.374579], [-0.141750, 5.213929, -4.050249], [-0.716155, 1.629346, -3.101353], [-1.467069, 1.245562, -1.981394], [-1.916126, 1.750955, -0.742212], [-0.999620, 2.248993, 0.218323], [-1.418402, 2.581869, 1.498187], [-2.755302, 2.350469, 1.872411], [-3.699315, 1.968612, 0.904716], [-3.300201, 1.737765, -0.405010], [-1.530700, -0.011895, -3.347169], [2.559810, -0.446716, 1.646836], [-0.329918, 1.782316, -5.761317], [-0.211685, 4.205620, -2.143218], [-0.227121, 3.901288, -7.052800], [-0.081583, 6.205539, -3.593189], [-4.045772, 1.530848, -1.181832], [0.057341, 2.288463, -0.032816], [-4.739694, 1.842223, 1.184343], [-0.713925, 3.008592, 2.205397], [2.254749, -2.127893, 2.225116], [2.852233, -3.236954, 1.348813], [1.160932, -2.251824, 2.292273], [2.641153, -2.204964, 3.253826], [2.743753, -4.202094, 1.859948], [2.333906, -3.324543, 0.384401], [3.922634, -3.097067, 1.154897], [2.074311, -0.276227, -0.093714], [2.575586, 0.964384, -0.839643], [0.970427, -0.305269, -0.113633], [2.438303, -1.186894, -0.593187], [2.523504, 0.773266, -1.921842], [1.943080, 1.841028, -0.645154], [3.610967, 1.231053, -0.582340], [4.229789, 0.160149, 1.922452], [5.357346, -0.710549, 1.354214], [4.366846, 0.287964, 3.007510], [4.280643, 1.170994, 1.489699], [6.317583, -0.192500, 1.475527], [5.456402, -1.667869, 1.878422], [5.236207, -0.917132, 0.283535], [-3.241381, 2.471237, 3.628934], [-1.666389, -1.814990, -2.262078], [0.053768, -2.278910, -2.225057], [0.180398, -3.806441, -2.331549], [0.496236, -1.915320, -1.289564], [0.552291, -1.782528, -3.079645], [1.241065, -4.067221, -2.392729], [-0.272301, -4.318430, -1.475459], [-0.310579, -4.176671, -3.234550], [-2.289836, -1.935166, -0.567676], [-3.599391, -2.734167, -0.525477], [-2.419737, -0.879333, -0.284633], [-1.506673, -2.367268, 0.067018], [-3.915157, -2.879463, 0.510701], [-4.395569, -2.173643, -1.024964], [-3.501810, -3.718754, -1.001034], [-3.639143, -0.599757, -3.276955], [-3.413322, -0.141227, -4.705266], [-4.257398, 0.047960, -2.630395], [-4.005769, -1.646135, -3.231322], [-2.327726, -0.009396, -4.994466], [-3.801165, -0.906064, -5.391736], [-3.994846, 0.759552, -4.930117], [-0.927509, 0.162974, 5.943732], [-0.457085, 0.177383, 4.567974], [0.821964, 0.149707, 4.189560], [1.177107, 0.834172, 2.610976], [1.808213, -0.303665, 4.962932], [1.688109, -1.184232, 6.123013], [-0.259559, 0.733610, 6.598822], [-0.971486, -0.864700, 6.310806], [-1.937025, 0.583847, 5.961542], [-1.116870, 0.529631, 3.874389], [2.738412, -0.159167, 4.575668], [2.665492, -1.643365, 6.296014], [1.426137, -0.602766, 7.010381], [0.949424, -1.977764, 5.966218]],
  "forces_ev_per_angstrom": [[-0.17, -0.20, -0.28], [0.54, 1.26, -0.50], [-0.17, 0.14, 0.37], [0.27, -0.50, 0.19], [-0.32, 0.20, -0.18], [0.24, -0.70, 0.60], [-1.41, 0.01, 2.01], [1.59, 0.71, -2.08], [-0.94, 0.72, 1.67], [-0.42, -0.42, -0.33], [-0.50, -0.13, -0.18], [0.64, -0.21, -1.68], [0.22, 0.18, -0.06], [0.58, -0.33, 0.01], [-0.37, 0.46, -3.14], [0.05, -0.08, 0.05], [-0.02, 0.23, 0.06], [-0.13, -0.06, -0.15], [0.06, 0.15, 0.23], [0.03, -0.25, -0.33], [0.30, -0.03, 0.49], [-0.19, 0.22, -0.02], [0.07, 0.15, -0.03], [-0.14, -0.10, -0.01], [-0.21, -0.36, 0.31], [0.26, -0.26, -0.29], [0.27, 0.12, 0.02], [-0.05, 0.06, -0.31], [-0.02, 0.29, -0.08], [0.12, 0.07, 0.23], [-0.31, -0.04, 0.05], [-0.22, -0.09, -0.15], [0.07, 0.37, -0.12], [0.34, -0.08, 0.12], [0.04, 0.15, 0.24], [0.14, 0.07, 0.35], [0.29, -0.22, 0.06], [-0.33, -0.15, -0.26], [0.36, 0.24, 0.26], [0.31, -0.39, -0.20], [-0.09, 0.00, -0.20], [-0.17, -0.17, 0.18], [-0.33, -0.02, -0.01], [-0.09, 0.23, -0.07], [-0.01, 0.08, 0.18], [-0.33, 0.22, 1.14], [-0.42, -0.81, 3.22], [0.67, -0.44, -0.36], [0.34, -0.27, -0.26], [-0.20, 0.04, -0.29], [0.25, -0.22, 0.17], [-0.21, -0.13, 0.03], [0.10, 0.17, -0.08], [0.13, -0.03, 0.06], [-0.19, -0.39, -0.10], [-0.30, 0.06, 0.26], [-0.16, -0.21, 0.10], [-0.12, -0.07, -0.18], [0.04, -0.04, -0.15], [0.06, -0.20, 0.08], [-0.02, 0.24, 0.18], [-0.05, -0.31, 0.04], [-1.44, -0.30, 0.10], [0.58, -0.28, -0.32], [0.23, 0.77, 0.03], [-0.62, 0.40, -0.94], [0.57, 0.07, 0.00], [0.69, 0.19, 0.00], [-0.28, -0.32, 0.90], [1.13, 0.52, -1.20], [-0.27, -0.69, 1.35], [-0.03, 0.38, -0.36], [-0.24, 0.34, -1.36], [0.13, -0.25, 0.78], [-0.29, 0.07, -0.27], [-0.18, 0.19, 0.01], [0.32, -0.03, 0.01], [0.12, -0.15, 0.17], [-0.30, 0.06, 0.49], [-0.20, 0.10, -0.05], [0.12, -0.24, -0.09], [0.19, 0.23, -0.12]],
  "total_charge": 4,
  "homo_lumo_gap_ev": [6.15, 4.65],
  "spin_multiplicity": 2,
  "s2": 0.778
}